Record 1
DFT (ωB97M-V with the def2-TZVPD basis set) results for 14 unconnected molecules or ions with the total composition C40H114N6O22 in a non-equilibrium geometry.

```
182
Properties=species:S:1:pos:R:3:forces:R:3:mulliken_charge:R:1
O 0.22981 4.66734 -4.29549 -0.863 -0.325 -0.120 -0.671
H 1.87833 2.31108 1.61092 1.199 0.445 -0.526 -0.136
H -1.18899 1.66420 5.00604 0.275 -0.460 0.141 0.316
H -3.51285 -2.46273 -1.74193 -0.095 -0.642 0.457 -0.249
H 2.91196 5.59547 -3.64908 -0.701 -0.315 0.710 0.320
C 4.03957 -2.11566 4.47402 0.040 -0.320 -0.064 -0.632
H -0.17249 1.46914 2.28030 0.237 -0.098 -0.445 -0.823
H -4.89272 -2.67403 0.96821 -0.030 -1.106 0.041 0.181
H -3.10380 -4.36667 1.43470 -0.019 -1.090 0.454 0.419
H 5.32445 -1.17661 -1.62218 0.925 -0.260 0.178 0.313
H -3.45044 -3.38797 -4.19049 -0.127 0.380 -0.245 0.227
H 1.63424 -2.49147 -0.97196 -0.753 -0.692 0.463 -0.593
H -0.32656 5.07242 -1.41622 0.693 0.377 -0.315 -0.175
H -0.83833 -1.28011 5.33029 0.911 -0.114 0.800 0.694
C 4.27882 -0.98860 -4.27435 0.125 0.786 0.899 -1.358
C 1.02313 -5.77492 -0.59129 1.034 0.258 1.306 -1.492
H -0.86264 1.88977 -2.67491 0.061 -0.133 -0.233 -0.657
H 4.67737 -2.48105 -6.20562 -0.704 -0.280 -0.030 0.356
C 3.90433 -1.39734 3.13894 -0.709 0.552 0.367 0.324
N -1.29431 -0.85027 3.41732 -0.558 -1.543 -1.604 0.458
H 3.48076 -2.06516 7.00040 1.056 0.469 -0.022 0.255
H -4.44767 -1.02583 -0.48090 -0.159 0.509 0.730 -0.395
H -1.96197 3.10587 -3.32303 0.537 0.436 0.300 0.261
H -5.27402 -6.02391 -2.12352 -0.027 0.130 -0.576 0.303
H -5.71647 -3.67298 -2.40479 0.762 0.014 0.084 0.423
H -0.94113 3.54504 2.61922 -0.179 0.101 0.194 -0.232
H -5.64892 0.19329 0.05357 0.541 -0.077 0.064 0.101
H -5.17463 -2.38146 2.77310 -0.153 -0.802 -0.205 0.448
C 3.14836 5.79334 -2.58075 -0.940 -1.135 -0.918 -0.161
C -0.79210 -1.74466 -3.94292 0.540 0.908 2.933 -0.284
C 4.70351 0.82777 -2.64670 0.632 1.838 -1.323 -1.827
H 5.12759 4.65517 1.40616 0.583 0.057 -0.250 0.442
H 5.14930 -2.70815 6.85365 -0.134 0.541 0.117 0.271
O -1.37395 -3.85846 3.19719 -0.245 1.165 0.740 0.150
C -0.52928 2.94288 3.43382 2.830 1.635 0.276 0.232
H -2.72409 -2.53711 5.88505 0.069 -0.666 -0.019 0.576
C 2.06108 -4.69189 -2.58494 -0.580 -2.598 -0.499 -0.273
O -3.58323 4.02060 2.42152 -0.652 1.373 -0.938 -0.158
H 5.38004 -1.19117 -4.25305 -0.555 -0.157 -0.357 0.332
H 4.81447 3.71111 -0.14403 -0.014 0.564 0.356 0.218
H -3.33017 -2.56743 4.19358 0.436 0.312 0.265 0.024
C -2.81309 -4.06220 0.45812 -0.284 1.506 -1.730 0.106
H -1.12242 2.38431 -5.46004 -0.177 -0.132 0.053 0.346
C -3.63372 -3.57312 -1.71198 -0.207 -0.999 0.292 0.347
H -0.91346 -2.39723 -3.05040 0.753 -0.332 -0.828 -0.148
O -1.78983 -0.78678 -3.58783 -0.615 0.017 -0.369 -0.651
O -3.65824 0.73677 0.15637 0.955 2.089 -0.936 0.209
H -2.12074 0.87523 0.85263 -1.965 0.128 -0.309 -1.126
H 1.00637 2.74570 -4.11223 -0.708 1.137 1.128 0.200
O -2.50079 1.65909 3.40334 -0.703 -0.610 -0.290 -0.159
O 0.97177 -0.42136 -5.09749 0.359 -0.138 -0.560 -0.591
C -1.58479 2.30986 4.23387 -1.043 0.798 0.849 -0.867
O 5.01522 6.83693 -1.55832 -1.040 -1.094 -0.342 -0.517
C -2.69038 -2.03702 4.92041 -1.017 -0.244 0.698 -1.679
O -3.94457 -4.14744 -0.42937 0.743 0.631 0.045 -0.561
H 1.45775 -1.70122 -3.68794 -0.869 -0.012 0.088 -1.047
C 0.70234 0.06990 -0.30313 0.590 -0.957 -0.222 2.108
C 3.92737 -0.46582 -2.88480 1.369 1.086 1.469 2.633
H 1.16574 -0.11257 0.69017 0.129 0.229 -0.471 -1.003
H 2.89807 -0.18160 -2.75154 -0.646 -0.399 -0.302 -1.158
H 3.99115 -2.82431 1.70802 -0.608 -0.201 0.484 0.271
H -2.80883 2.16676 -1.12922 -0.566 -0.878 0.209 -0.299
C -5.23929 5.67685 2.92085 1.481 0.459 -0.596 -0.627
N -5.23362 0.13040 2.60497 -0.451 0.833 1.512 -0.581
C 4.24089 -5.53886 -2.46583 -0.220 -0.822 0.058 -0.504
H 1.96864 -0.82112 3.44263 -0.520 0.293 -0.066 -0.312
H 1.09807 -4.92998 -3.04809 0.193 0.285 -0.486 0.382
H 3.43688 3.50352 2.59347 0.371 -0.434 -0.205 0.338
H -4.69391 0.96576 2.66059 0.057 0.895 0.288 0.064
H 4.73146 -2.94542 4.37872 -0.086 -0.690 -0.180 0.459
H 3.91389 5.91089 0.01314 0.434 0.782 -0.429 0.217
N 3.23384 -2.28356 2.16371 1.614 -0.345 -1.387 -0.363
H -2.67290 -4.03573 -2.00645 -0.049 0.330 -0.280 0.226
C -1.13334 -5.22903 3.18649 0.743 -0.928 2.224 -0.925
H 0.35709 -3.40660 -0.21206 0.609 0.861 -0.255 -0.486
H -0.55571 3.02183 -0.52780 0.924 -1.067 0.076 -0.677
H 4.52455 -4.54042 -2.76304 0.285 0.401 -0.508 0.085
O 2.90871 -5.83167 -2.85800 0.171 0.607 0.089 -0.502
H -1.92317 -4.47463 -0.06015 -0.388 -0.476 0.800 -0.130
C -1.27523 -1.79639 4.50338 -0.144 -0.852 0.518 0.137
H -1.61423 0.02892 -4.05711 -0.166 0.452 -0.422 0.195
H -2.55228 -3.00984 0.63772 -0.016 0.255 -0.236 0.037
H 2.70163 -4.36492 -0.64260 0.219 -0.479 0.469 0.046
H -3.11394 -1.08724 5.18275 -0.570 0.663 -0.350 0.447
H 4.34669 -5.56942 -1.39145 0.043 -0.107 0.577 0.285
H 2.53559 -3.84928 -3.01513 0.175 1.257 -0.443 -0.169
H -0.07696 -5.41872 2.84194 -1.076 -0.257 -0.186 0.243
C -1.00604 2.59043 -3.50058 -1.497 -0.602 -1.172 0.920
C 3.58078 -2.49064 -5.95501 2.781 -1.341 1.909 -1.042
H -2.75972 5.14997 1.26959 0.195 0.600 -0.342 0.304
H -1.40720 -1.53070 2.65332 -0.364 1.055 -0.590 -0.635
H 4.68792 6.74809 -3.63516 -0.313 0.111 0.726 0.300
H -0.27384 5.28241 -3.73567 0.317 -0.104 -0.360 0.457
H 1.72794 1.71598 -0.31443 0.652 0.404 0.143 0.001
H 3.07886 0.27794 4.27778 -0.038 -0.094 -0.689 0.558
H 2.86958 0.40467 2.47114 -0.115 -0.137 0.282 -0.670
H 4.90317 -1.01423 7.43756 0.207 0.349 0.406 0.252
H -5.65388 4.90416 1.20833 0.200 -0.154 -0.249 0.346
O -2.50970 6.03508 0.90137 0.213 -0.381 0.261 -0.482
H -4.94128 3.80530 4.05928 0.753 0.957 -0.911 0.270
C 4.55339 -1.77059 6.76759 -1.209 -1.574 -0.761 -0.662
H 0.42575 3.68217 -2.55221 0.903 -0.521 -0.015 -0.256
H -0.41580 -0.42189 3.21771 0.973 0.239 0.172 -0.239
H 0.63287 -0.23197 -3.07708 -0.559 -0.912 -0.449 -0.559
H 4.05548 -0.18803 -4.97382 0.224 0.370 -0.329 0.448
H -3.85414 -5.92326 -3.13228 1.434 -0.588 -0.030 0.334
O 3.49403 -2.07764 -4.58298 -0.412 -1.386 -0.306 0.090
C -4.63025 -0.21392 0.28933 -1.461 -1.177 -2.318 -0.518
H 0.12017 3.61381 4.10167 -0.993 -0.760 -0.885 0.369
H -4.56448 2.01519 -1.20796 -0.112 -0.209 -0.124 0.387
H 1.20433 -6.67461 -1.19056 0.036 0.243 0.340 0.445
H -3.61594 -0.84793 2.01336 0.072 -0.407 -0.247 -1.435
C -4.65035 -0.73116 1.66853 -0.534 -1.901 0.153 2.785
H -2.61586 5.51607 -1.10431 0.418 0.777 0.327 0.238
H -1.21852 0.22524 -1.04306 -0.446 -0.224 -0.639 -0.700
C 2.89955 -0.27375 3.33271 0.592 0.510 0.654 0.220
H 3.15734 -1.77648 -6.58180 -1.433 0.917 -1.176 0.322
H 1.17596 -5.94397 0.51852 0.305 0.028 -1.292 0.153
H 5.74883 0.74588 -3.01228 -0.319 -0.268 0.172 0.510
H -0.03178 5.14525 0.36568 0.097 -0.251 -0.226 0.078
C 3.77715 3.07478 1.63663 -0.835 0.980 -1.424 -0.675
C -3.64671 1.42607 -1.11559 0.318 -0.163 -0.047 -0.339
N 4.34192 -1.30139 -1.71897 -1.800 -1.267 -1.353 -0.492
H -4.52394 6.40540 2.41053 -1.080 -0.610 0.514 0.201
H -1.02704 -2.28607 -4.84797 0.265 0.026 -0.512 0.376
O 2.66311 2.41473 0.98505 -0.569 0.244 1.113 -0.496
C -0.75431 4.94108 -0.43903 -0.076 -0.282 0.492 0.548
O -1.20900 0.67846 0.92140 2.610 -1.057 0.753 4.099
H -3.55434 0.68693 -1.96291 -0.072 0.657 0.767 0.135
H -6.43681 -2.09467 1.57197 -0.488 0.390 -0.149 0.409
O -1.28856 1.79462 -4.71191 0.736 0.463 0.453 -0.646
H -6.20526 0.33046 2.44043 -0.209 0.141 -0.181 0.313
H 4.92059 -6.30093 -2.86933 -0.274 0.317 -0.152 0.325
H -0.55719 -3.73857 5.16017 -0.157 -0.112 -0.269 0.713
H 3.25009 -3.54808 -6.00206 -0.254 0.934 -0.253 0.224
H 0.01665 -5.48810 -0.63235 -1.918 -0.088 -0.403 0.190
H 3.64784 4.92664 -2.16594 0.666 -0.328 -0.417 0.187
O 0.97693 1.37496 -0.80221 -0.727 -0.712 -0.199 0.498
H -1.95894 -5.74121 2.63324 1.084 0.308 0.326 0.298
C -1.87455 5.91713 -0.35187 -1.193 -0.151 -0.671 -0.894
C 4.38294 4.21676 0.74773 -0.817 -1.674 0.676 -0.465
C -4.69730 -3.99219 -2.73124 -1.088 0.031 0.187 0.052
H 1.06082 -0.73230 -1.01599 -0.103 1.039 0.633 -2.302
O 3.42919 5.19163 0.40627 -0.432 -0.559 0.392 -0.610
H -3.32772 3.11357 2.50434 0.088 -1.204 0.669 0.012
H 0.38774 -3.05449 3.79377 0.290 0.077 0.313 0.397
N -4.44280 -3.30873 -3.98759 0.298 -0.862 -0.355 -0.679
H 0.32729 0.23421 -5.35632 -0.408 0.384 0.097 0.408
H 4.59530 2.36410 1.67535 0.096 -0.257 0.771 0.320
H -0.93037 -1.26164 -0.11859 -0.352 0.766 0.673 -1.169
H -2.27214 0.69980 3.35106 0.076 0.062 0.045 -0.239
C -0.76864 -0.15235 -0.13976 0.135 0.532 -0.485 2.248
H -4.72456 -2.35069 -3.96441 0.176 0.569 0.059 0.294
H 4.15132 -2.28475 -1.99141 0.426 0.623 0.485 0.006
H 3.64719 7.93245 -2.76255 0.110 -1.129 0.158 0.320
O 2.00397 5.95075 -1.76993 -0.230 0.653 -0.575 -0.428
H 5.40521 7.67325 -1.39361 0.515 1.230 0.097 0.274
H 2.20434 5.47722 -0.95412 -0.105 -0.017 0.285 0.485
O 4.63055 -1.26077 5.45264 -0.787 0.192 -0.290 -0.335
H 4.80428 1.12773 -1.58458 -0.565 -0.213 -0.555 0.323
C 0.59589 -1.03046 -3.87522 0.366 -0.341 0.039 2.181
C -4.81331 -5.51160 -2.98373 -0.496 1.021 0.443 -1.588
H -3.58578 5.01200 4.17017 -0.468 0.269 0.215 0.285
C -5.37421 -2.10672 1.73765 1.525 1.404 0.437 -1.520
C 1.74857 -4.55301 -1.13591 1.278 0.956 0.478 1.050
H -2.12613 3.11394 4.78499 0.243 -0.367 -0.341 0.414
H -1.48918 6.91403 -0.65415 -0.437 -0.511 0.198 0.369
H 2.95903 -1.71360 1.34153 -0.090 -0.100 0.806 -0.052
H -5.30873 -5.63285 -3.94961 -0.478 -0.167 0.419 0.437
H -1.12693 -5.56395 4.31569 -0.247 0.033 -2.025 0.312
C 0.23391 3.42328 -3.59544 0.977 -0.320 -0.158 0.115
O -1.27852 3.61353 -0.38618 -0.720 0.886 0.460 0.770
H 4.90032 -1.05905 2.84030 -0.073 0.159 -0.215 0.545
H 4.30876 1.69569 -3.27856 0.220 -1.041 1.058 0.291
N 0.98833 -3.29475 -1.01521 -0.516 -0.535 0.288 0.738
C -0.61299 -3.17210 4.21988 0.075 0.727 -0.891 -1.206
O -6.17287 5.13741 1.97669 0.004 0.630 1.066 -0.591
C -4.33879 4.59716 3.48550 -0.013 -1.562 0.875 -0.315
H -5.70488 6.19377 3.77867 -0.347 -0.271 -0.695 0.390
O 0.40657 2.00941 2.85183 -0.648 -0.231 0.060 -0.437
H 3.00616 -2.50328 4.68906 0.805 0.352 0.497 0.091
C 4.09873 6.90035 -2.69376 1.753 1.928 0.155 -0.578
```
Positions in Å, forces in eV/Å.

E_HOMO (hartree): -0.32404
HOMO-LUMO gap (eV): 9.267
E (Ha): -3575.95263
2S+1: 1
Energy above the lowest of the compared OMol25 structures with the same formula, charge and spin (kJ/mol): 106.6

=====

Record 2
DFT (ωB97M-V with the def2-TZVPD basis set) results for a gas-phase ion, C4H10N2O (charge +1) in a non-equilibrium geometry.

```
17
Properties=species:S:1:pos:R:3:forces:R:3:mulliken_spin:R:1
H -1.74577 0.82560 -1.87946 -0.925 0.001 -0.186 -0.013
H 0.91230 -0.11928 -1.13307 2.472 0.742 -0.050 -0.001
H -0.46696 1.73671 0.53373 -0.575 1.242 -0.208 -0.004
O 0.21925 0.11685 2.32247 -0.302 -0.445 -1.345 0.029
C -0.92542 0.99284 -1.22158 1.037 1.275 -3.273 0.049
H -0.06723 -2.30366 0.04380 -0.497 3.732 1.070 0.009
H -0.16463 1.62860 -1.82359 -0.533 -0.625 0.181 0.135
H -1.35865 -0.97154 0.49836 -0.241 -0.335 0.931 0.001
C -0.09937 -0.29236 -1.08421 -0.263 -2.885 1.344 0.129
C 0.56525 -0.52971 1.35004 4.414 1.771 1.885 -0.012
H -2.09418 1.50442 0.22422 -1.031 1.319 0.419 0.011
N 2.09041 -0.60881 1.00706 -2.322 -1.834 2.271 0.001
N -1.22652 1.82818 -0.18206 1.240 -3.008 2.388 0.629
H 2.29422 -1.66257 1.18855 0.013 2.288 -0.654 0.000
C -0.29725 -1.06415 0.33447 -0.815 -3.468 -4.496 0.024
H -0.23467 -1.01198 -1.94993 -0.691 1.220 0.861 0.013
H 2.59926 -0.06913 1.77120 -0.981 -0.989 -1.137 0.000
```
Positions in Å, forces in eV/Å.

⟨S²⟩: 0.76
Charge: +1
E_HOMO (alpha / beta) (hartree): -0.51532 / -0.51341
HOMO-LUMO gap (alpha / beta) (eV): 10.620 / 4.836
E (Ha): -342.76340
2S+1: 2
Energy above the lowest of the compared OMol25 structures with the same formula, charge and spin (kJ/mol): 276.1

=====

Record 3
DFT (ωB97M-V with the def2-TZVPD basis set) results for a gas-phase ion, C6H10N (charge +1) in a non-equilibrium geometry.

```
17
Properties=species:S:1:pos:R:3:forces:R:3:mulliken_charge:R:1
H -3.37496 -0.51038 0.77946 0.265 0.680 1.271 0.320
C 0.69617 0.02575 0.09241 0.333 0.448 -0.558 1.343
H 1.48930 -1.92413 -0.86536 -0.149 1.041 0.713 0.348
H 2.32559 0.52352 -0.92586 1.235 0.048 -0.927 0.389
H 2.73452 0.62696 0.85284 -1.175 0.311 -1.226 0.340
C -0.46861 0.60715 -0.81460 0.415 1.196 1.841 -0.648
C 0.90130 -1.48938 -0.02114 -3.546 -0.527 -1.254 -1.184
H -0.18147 -1.87481 -0.20803 1.758 0.176 0.203 0.248
C -0.45708 0.63793 0.87260 0.408 0.361 -0.998 -0.465
H -0.69768 1.48785 -1.44133 0.725 -0.593 0.276 0.325
N -1.49298 0.21439 0.05649 0.102 -0.853 1.454 0.125
C -2.69947 -0.11714 0.05116 -0.513 -1.694 -1.723 -0.157
C 1.98392 0.84793 0.02079 -0.929 0.331 1.393 -1.366
H 1.68192 1.91762 -0.04051 0.718 -0.579 0.231 0.365
H 1.14236 -1.94263 0.90146 0.781 -0.303 1.042 0.379
H -2.91486 -0.45236 -0.92652 -1.159 0.248 -1.201 0.291
H -0.66797 1.42174 1.61616 0.730 -0.291 -0.536 0.346
```
Positions in Å, forces in eV/Å.

Charge: +1
E_HOMO (hartree): -0.52815
HOMO-LUMO gap (eV): 9.936
E (Ha): -288.95931
2S+1: 1
SMILES: C=[N+]1[C@H]2[C@@H]1C2(C)C
Energy above the lowest of the compared OMol25 structures with the same formula, charge and spin (kJ/mol): 324.6